(1)
Below is C5H8N2 in the gas phase, with properties calculated with ωB97M-V/def2-TZVPD.

Structure (ORCA input):
```
! RIJCOSX wB97M-V def2-TZVPD def2/J DEFGRID3
* xyz 0 1
N 1.55951 1.17638 -0.26439
N -0.39548 0.05284 0.43702
C -0.97675 -1.24989 -1.26790
C 0.59815 0.16570 -0.50497
C -0.19898 0.42940 1.81998
C -1.35981 -0.79869 -0.02990
C 0.27647 -0.64248 -1.57179
H -1.15473 0.67678 2.28558
H -1.54812 -1.91667 -1.90061
H 1.26182 2.01358 -0.75263
H 2.50371 0.94814 -0.54301
H 0.47096 1.28905 1.85471
H 0.84832 -0.74801 -2.48597
H -2.24344 -0.99283 0.56315
H 0.27225 -0.39811 2.36270
*
```

HOMO-LUMO gap: 8.95 eV
ΔE to the lowest compared entry with this formula, charge and spin: 10.92 kcal/mol
Electronic energy: -8294.5226 eV
Largest force on an atom: 0.32 eV/Å
SMILES: Cn1cccc1N

***

(2)
Below is C8H13ClSi in the gas phase, with properties calculated with ωB97M-V/def2-TZVPD.

Structure (ORCA input):
```
! RIJCOSX wB97M-V def2-TZVPD def2/J DEFGRID3
* xyz 0 1
Cl 3.02066 0.02322 -0.43222
Si 1.22650 -0.84766 -0.04835
C 0.89508 -0.31395 2.81694
C -0.20892 1.29686 1.24688
C 0.12651 0.47548 -2.40218
C -1.21449 -1.09623 -1.32095
C 0.18431 -0.15713 1.39909
C -1.12932 1.02026 -2.35121
C 0.23456 -0.82345 -1.76407
C -1.89229 -0.04346 -1.74983
H -2.93669 0.07314 -1.41115
H 0.29081 1.81217 2.00882
H -1.61597 -1.93367 -0.88094
H 1.47147 -2.23804 0.39068
H 0.62769 -1.58638 -2.31616
H 0.20202 -0.44703 3.56445
H -1.25997 1.46470 1.32306
H 0.01043 1.72924 0.31353
H 0.97617 1.09304 -2.69589
H 1.71340 -1.06588 2.73473
H -0.57285 -0.91616 1.37479
H 1.43898 0.60207 2.98745
H -1.58810 1.87885 -2.78749
*
```

HOMO-LUMO gap: 9.49 eV
ΔE to the lowest compared entry with this formula, charge and spin: 0.00 kcal/mol
Electronic energy: -28906.6255 eV
Largest force on an atom: 4.26 eV/Å
SMILES: CC(C)[Si@H](Cl)C1C=CC=C1

***

(3)
Below is a gas-phase ion, C2HNO5S (charge -2), with properties calculated with ωB97M-V/def2-TZVPD.

Structure (ORCA input):
```
! RIJCOSX wB97M-V def2-TZVPD def2/J DEFGRID3
* xyz -2 1
S 0.31357 -0.15870 -1.36816
O 0.86743 0.96541 2.43066
O -0.77063 2.04231 1.41096
O -1.07414 -0.46930 -1.91995
O 1.29449 -1.24079 -1.46369
O 0.83405 1.13520 -1.79216
N -0.79334 -1.49823 0.76937
C -0.10383 0.00511 0.48054
C -0.02263 1.06369 1.54444
H -0.54499 -1.84470 -0.09201
*
```

HOMO-LUMO gap (alpha / beta): 7.07 / 7.51 eV
ΔE to the lowest compared entry with this formula, charge and spin: 81.56 kcal/mol
Electronic energy: -24649.9311 eV
Largest force on an atom: 9.10 eV/Å
SMILES: [H]/N=C(/C(=O)[O-])S(=O)(=O)[O-]

***

(4)
Below is C4H7NOS in the gas phase, with properties calculated with ωB97M-V/def2-TZVPD.

Structure (ORCA input):
```
! RIJCOSX wB97M-V def2-TZVPD def2/J DEFGRID3
* xyz 0 1
S -0.28216 -0.56670 1.92482
O 0.46874 1.26093 0.23287
N 0.13115 -0.97935 -0.77542
C -0.99190 -1.42751 -0.47686
C -1.61411 -1.21548 0.86628
C 0.70388 -0.04836 0.51088
C 1.29632 1.85645 -0.75402
H -1.99135 -2.13829 1.29923
H 1.83149 2.69107 -0.29895
H 0.66931 2.22559 -1.56900
H -2.42385 -0.48762 0.78668
H -1.56639 -1.98572 -1.20898
H 2.01433 1.14271 -1.15750
H 1.75452 -0.32774 0.61997
*
```

HOMO-LUMO gap: 9.98 eV
ΔE to the lowest compared entry with this formula, charge and spin: 38.26 kcal/mol
Electronic energy: -18632.8904 eV
Largest force on an atom: 3.16 eV/Å
SMILES: CO[C@@H]1N=CCS1

***

(5)
Below is C6H12 in the gas phase, with properties calculated with ωB97M-V/def2-TZVPD.

Structure (ORCA input):
```
! RIJCOSX wB97M-V def2-TZVPD def2/J DEFGRID3
* xyz 0 1
C -0.21557 0.09757 0.38053
C -0.87400 0.21864 -1.12801
C -0.23375 -1.15208 -1.40253
C 0.78201 1.22434 -0.11935
C 0.27192 -1.32540 0.03846
C -0.31626 0.36489 1.93491
H 1.34058 1.04974 -1.05524
H 0.73778 0.37881 2.30047
H 1.46269 1.30324 0.69591
H 0.25002 2.18700 -0.27468
H -0.99481 -1.85940 -1.71073
H -0.19312 -2.18916 0.54464
H 0.58377 -1.14951 -2.13070
H -1.93808 0.35489 -1.14984
H -0.47749 0.95876 -1.87174
H 1.35540 -1.42802 0.18000
H -0.81539 -0.37908 2.57737
H -0.72571 1.34478 2.19054
*
```

HOMO-LUMO gap: 10.11 eV
ΔE to the lowest compared entry with this formula, charge and spin: 70.03 kcal/mol
Electronic energy: -6413.9038 eV
Largest force on an atom: 2.78 eV/Å
SMILES: CC1(C)CCC1

***

(6)
Below is a molecular structure, C29H40N6O5RuSi2, with properties calculated with ωB97M-V/def2-TZVPD.

Structure (ORCA input):
```
! RIJCOSX wB97M-V def2-TZVPD def2/J DEFGRID3
* xyz -1 2
Ru 0.11368 -0.38134 0.36839
Si -3.03557 -0.07841 -0.92638
Si 2.60912 1.67255 0.35603
O 0.25513 -2.28838 -0.40779
O 1.84882 0.16346 -4.77399
O 0.85231 -0.11513 -2.75800
O 1.14624 0.07877 2.42722
O -0.16186 -4.42215 -2.45963
N 3.06813 -1.51329 -1.88265
N -0.80660 -1.36153 1.91397
N -0.93557 -0.60169 3.08379
N -1.47048 0.55524 -0.50349
N 2.88408 -1.02012 -3.18148
N 0.93877 1.31848 -0.06389
C 1.52081 1.37151 4.87977
C 3.58951 2.17026 -1.18478
C -1.26710 -5.59074 -0.83923
C -0.34767 4.43053 -1.68635
C 2.70007 3.05844 1.61642
C 0.75059 -3.45741 -2.95757
C -3.34146 -1.85382 -0.44081
C 0.53834 3.55622 -1.05662
C 1.65333 2.12465 6.03799
C -1.17997 -2.57579 2.04058
C -1.78886 -4.79458 1.32864
C 0.16197 0.08699 3.23768
C 0.53771 2.41442 6.81021
C -1.64062 4.01165 -1.93016
C -0.71043 1.94261 6.42177
C 0.70863 0.95001 -5.14181
C -2.04995 2.73444 -1.55475
C -0.84240 1.18468 5.26923
C 0.13917 2.27954 -0.69095
C 3.58787 0.20002 1.01735
C -4.42045 0.86312 -0.05456
C -1.17039 1.84051 -0.93698
C 1.77923 -0.30187 -3.50524
C -0.43702 -3.38909 -0.18970
C -3.26387 -0.08374 -2.80080
C -1.10678 -3.61219 1.03720
C -0.58134 -4.42707 -1.15480
C -1.86664 -5.80129 0.39339
C 0.27390 0.89774 4.48839
H 3.39097 1.48311 -2.01246
H 2.37807 1.13686 4.26305
H 1.54520 3.89379 -0.85538
H -4.19544 -0.59598 -3.06041
H 0.78977 -3.62533 -4.03371
H 3.24838 -0.72320 -1.27525
H 2.14944 2.76681 2.51144
H -1.58456 2.16986 7.01986
H 3.39602 3.18004 -1.54492
H -2.61038 -2.54961 -0.84492
H 2.18568 -1.90267 -1.55480
H -3.07518 2.45421 -1.74678
H 1.74842 -3.62822 -2.54513
H -4.56395 1.89427 -0.37514
H 3.74484 3.22968 1.89742
H 2.62906 2.48966 6.33474
H -2.35190 4.67903 -2.40371
H 3.58209 -1.23029 -3.86965
H -3.40403 -2.00014 0.63739
H -1.80571 0.80812 4.95301
H 4.65647 2.09796 -0.94883
H 4.10669 0.55032 1.91524
H -2.26929 -4.89076 2.29534
H 4.36543 -0.11898 0.31912
H -4.31395 -2.11901 -0.86878
H -0.02172 5.42379 -1.97002
H -5.36676 0.32991 -0.18985
H 0.42376 -2.44357 -2.75022
H -1.59376 -2.84567 3.00974
H 0.63570 1.83524 -4.51065
H -4.19732 0.87652 1.01607
H -2.43672 -0.65586 -3.23210
H -2.39279 -6.72379 0.59877
H -1.32680 -6.33648 -1.62273
H 2.28474 4.00050 1.25614
H 2.98999 -0.65569 1.31915
H 0.86638 1.22995 -6.17976
H -3.26903 0.89809 -3.27181
H -0.20869 0.37319 -5.03571
H 0.63852 3.00811 7.71064
*
```

HOMO-LUMO gap (alpha / beta): 6.80 / 6.90 eV
ΔE to the lowest compared entry with this formula, charge and spin: 24.80 kcal/mol
Electronic energy: -68241.7386 eV
Largest force on an atom: 0.56 eV/Å